Record 1
The following is a quantum chemistry calculation of 2 unconnected molecules or ions with the total composition C4H16N2O at a distorted geometry, from OMol25.

energy relative to the best compared isomer or geometry (same formula, charge and spin) = 88.9 kJ/mol
frontier orbital gap = 12.880 eV
E_HOMO = -19.789 eV
energy = -346.11940 a.u.
net charge = +2

CARTESIAN COORDINATES (ANGSTROEM)
C  -1.89  -0.55  -0.88
C  -0.66  0.25  -0.71
C  -0.46  0.61  0.76
C  -0.02  -0.63  1.56
N  1.52  -0.62  1.81
N  -0.77  1.60  -1.43
H  -1.84  -1.45  -0.33
H  -2.78  -0.12  -0.61
H  -2.00  -0.92  -1.89
H  0.17  -0.35  -1.20
H  -1.46  0.96  1.18
H  0.16  1.43  0.94
H  -0.59  -0.70  2.50
H  -0.34  -1.60  0.97
H  1.86  -1.66  1.98
H  1.94  -0.32  0.95
H  1.75  -0.09  2.72
H  -0.90  1.53  -2.51
H  0.19  2.13  -1.22
H  -1.58  2.20  -1.02
H  2.86  0.13  -1.34
H  2.47  -1.33  -1.39
O  2.37  -0.49  -0.84


Record 2
The following is a quantum chemistry calculation of 3 unconnected molecules or ions with the total composition C4H16N2O2 at a distorted geometry, from OMol25.

energy relative to the best compared isomer or geometry (same formula, charge and spin) = 365.2 kJ/mol
frontier orbital gap (alpha / beta) = 2.667 / 9.201 eV
E_HOMO (alpha / beta) = 1.029 / -5.580 eV
spin multiplicity = 2
energy = -421.82080 a.u.
net charge = -1

CARTESIAN COORDINATES (ANGSTROEM)
N  2.76  1.21  -1.13
C  1.39  0.92  -1.57
C  0.78  -0.41  -1.15
N  -0.42  -0.42  -0.17
C  -1.38  -1.46  -0.49
C  -0.69  -2.81  -0.68
H  3.15  0.43  -0.60
H  2.57  1.81  -0.27
H  0.58  1.78  -1.16
H  1.45  1.06  -2.64
H  1.65  -1.09  -0.87
H  0.94  -1.16  -1.95
H  -0.83  0.45  -0.40
H  -2.07  -1.07  -1.33
H  -2.12  -1.58  0.38
H  0.11  -2.83  -1.39
H  -0.33  -3.13  0.24
H  -1.36  -3.62  -0.69
H  -1.54  -0.27  2.23
H  -0.88  0.29  3.38
O  -1.66  0.39  2.86
H  -0.65  1.46  1.31
H  -1.29  2.80  1.33
O  -0.38  2.33  1.51


Record 3
The following is a quantum chemistry calculation of 3 unconnected molecules or ions with the total composition C4H16N2O2 at a distorted geometry, from OMol25.

energy relative to the best compared isomer or geometry (same formula, charge and spin) = 265.3 kJ/mol
SMILES = CNCCNC.O.O
frontier orbital gap = 9.442 eV
E_HOMO = -8.809 eV
energy = -421.89039 a.u.

CARTESIAN COORDINATES (ANGSTROEM)
C  -0.17  -2.58  -0.91
N  -0.21  -2.00  0.48
C  0.75  -0.99  0.76
C  0.24  0.22  -0.16
N  0.36  1.57  0.49
C  -0.03  2.65  -0.45
H  0.29  -3.51  -0.91
H  0.15  -1.84  -1.69
H  -1.30  -2.62  -1.23
H  -0.49  -2.56  1.23
H  0.74  -0.61  1.74
H  1.83  -1.16  0.49
H  0.76  0.10  -1.14
H  -0.78  0.03  -0.68
H  -0.45  1.58  1.20
H  -0.31  2.37  -1.36
H  -0.87  3.15  0.01
H  0.74  3.48  -0.50
H  3.42  0.90  1.04
H  2.07  1.83  1.23
O  3.01  1.78  1.26
H  -3.07  -1.24  -0.64
H  -3.18  -0.14  0.28
O  -3.52  -0.40  -0.55


Record 4
The following is a quantum chemistry calculation of 3 unconnected molecules or ions with the total composition C4H16N2O2 at a distorted geometry, from OMol25.

energy relative to the best compared isomer or geometry (same formula, charge and spin) = 205.7 kJ/mol
frontier orbital gap (alpha / beta) = 10.938 / 4.292 eV
E_HOMO (alpha / beta) = -14.287 / -13.311 eV
spin multiplicity = 2
energy = -421.62232 a.u.
net charge = +1

CARTESIAN COORDINATES (ANGSTROEM)
C  0.17  1.60  0.67
C  -1.25  0.95  0.77
C  -1.27  -0.34  -0.03
C  -0.82  -0.16  -1.51
N  -0.04  -1.26  -2.00
N  1.12  1.34  1.72
H  0.66  1.44  -0.31
H  0.05  2.68  0.73
H  -1.28  0.67  1.81
H  -1.94  1.71  0.43
H  -2.26  -0.78  -0.12
H  -0.53  -1.02  0.41
H  -1.67  -0.03  -2.17
H  -0.22  0.77  -1.62
H  -0.58  -1.95  -2.52
H  0.39  -1.76  -1.24
H  1.73  0.56  1.50
H  1.72  2.14  1.93
H  2.19  -0.27  -2.32
H  3.32  0.25  -1.34
O  2.72  0.49  -2.06
H  -1.06  -3.03  2.25
H  -0.50  -1.64  2.22
O  -0.64  -2.38  2.82


Record 5
The following is a quantum chemistry calculation of 3 unconnected molecules or ions with the total composition C4H16N2O2 at a distorted geometry, from OMol25.

energy relative to the best compared isomer or geometry (same formula, charge and spin) = 183.5 kJ/mol
frontier orbital gap (alpha / beta) = 4.331 / 8.181 eV
E_HOMO (alpha / beta) = -6.993 / -10.869 eV
spin multiplicity = 2
energy = -421.63077 a.u.
net charge = +1

CARTESIAN COORDINATES (ANGSTROEM)
C  0.53  1.35  -1.34
C  1.61  1.07  -0.29
C  1.02  0.61  1.01
C  1.85  0.09  2.01
N  1.32  -0.38  3.29
N  0.30  0.16  -2.22
H  -0.36  1.60  -0.80
H  0.85  2.21  -1.92
H  2.30  0.32  -0.72
H  2.20  1.96  -0.12
H  -0.06  0.59  1.07
H  2.86  -0.21  1.81
H  1.34  0.22  4.12
H  0.31  -0.55  3.13
H  1.70  -1.29  3.50
H  0.52  0.43  -3.17
H  1.01  -0.52  -1.92
H  -0.64  -0.30  -2.05
H  -4.36  -1.62  -0.17
H  -4.49  -0.42  -1.14
O  -4.05  -0.72  -0.33
H  -2.55  -1.15  -0.90
H  -1.59  -2.13  -1.67
O  -1.61  -1.31  -1.17


Record 6
The following is a quantum chemistry calculation of 3 unconnected molecules or ions with the total composition C4H16N2O2 at a distorted geometry, from OMol25.

energy relative to the best compared isomer or geometry (same formula, charge and spin) = 54.7 kJ/mol
frontier orbital gap (alpha / beta) = 6.915 / 3.436 eV
E_HOMO (alpha / beta) = -20.848 / -20.841 eV
spin multiplicity = 2
energy = -420.70252 a.u.
net charge = +3

CARTESIAN COORDINATES (ANGSTROEM)
C  1.47  -0.43  -0.19
C  0.62  0.72  0.50
C  -0.14  1.76  -0.20
C  -1.24  1.52  -0.98
N  0.38  3.16  -0.11
N  0.67  -1.66  -0.51
H  2.02  -0.12  -1.07
H  2.13  -0.68  0.64
H  -0.16  0.21  1.10
H  1.22  1.14  1.32
H  -2.08  2.15  -1.30
H  -1.47  0.50  -1.35
H  -0.16  3.74  0.57
H  0.13  3.66  -0.98
H  1.37  3.25  0.17
H  0.90  -2.10  -1.40
H  0.73  -2.32  0.28
H  -0.35  -1.54  -0.53
H  -3.09  -1.78  -1.73
H  -3.81  -0.60  -0.95
O  -2.96  -0.98  -1.21
H  1.46  -3.85  2.21
H  1.27  -2.76  3.33
O  1.09  -2.99  2.42